This record from OMol25 describes an isolated molecule of C3H5NS3 at a distorted geometry. The level of theory is ωB97M-V with the def2-TZVPD basis set.

The geometry in XYZ format:
```
12
Properties=species:S:1:pos:R:3:mulliken_charge:R:1
C 0.648 0.750 -0.270 0.191
C 0.191 0.005 0.952 -0.884
C -2.418 -0.506 0.043 -0.214
H 3.163 -0.565 -1.940 0.203
H 0.263 1.765 -0.509 0.384
H -0.443 0.677 1.637 0.294
H 1.146 -0.294 1.505 0.441
H -3.186 -1.151 -0.222 0.365
N 1.675 0.546 -0.943 -0.420
S 2.609 -0.969 -0.688 -0.186
S -0.886 -1.363 0.398 0.053
S -2.761 1.105 0.037 -0.226
```

Properties
ΔE to the lowest compared entry with this formula, charge and spin = 40.66 kcal per mole
SMILES string = S=CSC/C=N\S
Charge = 0
Orbital gap = 8.6 eV
Strongest force on any atom = 0.06121 hartree/bohr
E_tot = -37185.6959 eV

---

This record from OMol25 describes a structure of composition C28H43CrN3O7PS4Si2Te at a distorted geometry. The level of theory is ωB97M-V with the def2-TZVPD basis set.

The geometry in XYZ format:
```
90
Properties=species:S:1:pos:R:3:mulliken_charge:R:1
Cr 0.691 -0.449 -0.213 0.986
C 6.148 -1.593 -0.274 -1.161
C 5.149 -1.293 -1.374 0.023
O 4.223 -2.372 -1.504 -0.491
P 2.654 -2.175 -1.097 1.102
S 1.806 -3.871 -1.499 -0.469
S 2.716 -1.428 0.786 -0.569
O 2.268 -0.873 -1.987 -0.306
C 1.455 -0.842 -3.178 0.829
C 1.898 -1.810 -4.254 -1.522
H 6.933 -0.830 -0.252 0.377
H 6.605 -2.571 -0.445 0.305
H 5.641 -1.612 0.692 0.188
H 5.657 -1.193 -2.336 0.348
H 4.623 -0.357 -1.170 0.054
H 1.556 0.182 -3.532 -0.141
H 0.412 -0.996 -2.908 -0.276
H 2.971 -1.715 -4.445 0.291
H 1.353 -1.572 -5.173 0.495
H 1.690 -2.840 -3.974 0.316
O -6.800 1.901 2.260 -0.493
C -5.546 1.750 2.765 0.571
O -5.397 1.791 3.953 -0.587
C -4.460 1.545 1.772 0.677
C -3.303 0.887 2.171 -1.125
C -2.275 0.650 1.277 -0.439
C -2.342 1.094 -0.060 0.455
S -1.044 0.865 -1.204 -0.272
C -3.509 1.784 -0.438 -1.126
C -4.546 1.987 0.452 -0.744
H -6.786 1.671 1.323 0.319
H -3.231 0.548 3.200 0.447
H -1.404 0.103 1.605 0.349
H -3.582 2.153 -1.454 0.424
H -5.416 2.544 0.117 0.349
C 0.785 4.869 2.836 -0.980
Si 1.789 3.327 3.160 0.238
C 3.612 3.661 2.937 -0.947
C 1.498 2.876 4.955 -1.085
C 1.240 1.914 2.069 -0.068
Te 2.200 1.691 0.154 0.048
C 1.427 3.554 -0.616 -0.490
Si 1.984 3.868 -2.381 0.231
C 0.807 3.119 -3.614 -0.663
C 3.705 3.172 -2.634 -0.834
C 2.090 5.720 -2.653 -1.117
H 1.008 5.632 3.590 0.342
H -0.283 4.633 2.899 0.305
H 0.972 5.300 1.848 0.303
H 3.982 4.385 3.670 0.343
H 3.825 4.039 1.932 0.247
H 4.172 2.727 3.056 0.287
H 1.817 3.697 5.609 0.286
H 2.056 1.977 5.241 0.303
H 0.435 2.687 5.143 0.300
H 0.171 1.967 1.847 -0.112
H 1.438 0.959 2.565 0.313
H 1.786 4.349 0.044 -0.007
H 0.334 3.491 -0.558 0.495
H 0.222 2.322 -3.146 -0.029
H 1.339 2.701 -4.476 0.333
H 0.101 3.870 -3.985 0.374
H 3.679 2.076 -2.682 0.089
H 4.356 3.444 -1.797 0.301
H 4.160 3.538 -3.560 0.365
H 1.123 6.203 -2.469 0.316
H 2.389 5.948 -3.683 0.280
H 2.827 6.172 -1.979 0.287
O -5.780 -6.123 -2.480 -0.675
S -5.931 -7.166 -1.488 1.188
O -5.301 -8.432 -1.825 -0.698
O -7.261 -7.279 -0.919 -0.700
C -4.905 -6.622 -0.076 0.070
N -5.061 -7.318 1.060 -0.530
C -4.275 -6.956 2.058 -0.348
C -3.346 -5.934 1.963 -0.578
C -3.249 -5.283 0.747 0.352
N -4.035 -5.630 -0.267 -0.299
C -2.281 -4.170 0.505 1.190
C -1.368 -3.756 1.454 -1.123
C -0.502 -2.711 1.182 -0.765
N -0.489 -2.037 0.021 1.142
C -1.363 -2.467 -0.914 -0.894
C -2.255 -3.499 -0.712 -0.999
H -4.387 -7.514 2.984 0.396
H -2.730 -5.667 2.810 0.335
H -1.297 -4.246 2.416 0.218
H 0.236 -2.399 1.908 0.438
H -1.339 -1.939 -1.853 0.375
H -2.940 -3.803 -1.493 0.670
```

Properties
<S²> = 0.826
Spin multiplicity = 2
Charge = -2
Orbital gap (alpha / beta) = 5.2 / 4.5 eV
Strongest force on any atom = 0.02420 hartree/bohr
E_tot = -152642.8518 eV

---

This record from OMol25 describes a structure of composition C28H29N4O6SSeTc at a distorted geometry. The level of theory is ωB97M-V with the def2-TZVPD basis set.

The geometry in XYZ format:
```
70
Properties=species:S:1:pos:R:3:mulliken_charge:R:1
Tc 0.504 -0.241 0.122 0.838
C -2.297 3.862 2.108 -0.830
N -1.330 4.095 1.048 0.256
C -0.899 5.330 0.606 -0.720
C -0.047 5.116 -0.406 -0.468
N 0.042 3.738 -0.593 0.292
C -0.747 3.114 0.326 0.109
S -1.126 1.478 0.609 -0.260
C 0.735 3.164 -1.702 0.685
C 0.779 3.890 -2.885 -0.949
C 1.496 3.368 -3.947 -0.673
C 2.133 2.150 -3.786 -1.105
C 1.989 1.487 -2.579 -0.185
N 1.291 1.975 -1.547 0.149
H -2.633 4.823 2.485 0.326
H -1.842 3.286 2.912 0.302
H -3.144 3.299 1.720 0.364
H -1.224 6.249 1.059 0.447
H 0.530 5.812 -0.986 0.567
H 0.249 4.827 -2.980 0.576
H 1.545 3.904 -4.885 0.445
H 2.720 1.706 -4.577 0.497
H 2.431 0.512 -2.433 0.597
C 0.650 -4.547 3.047 -0.762
C -0.721 -4.654 2.861 -0.935
C -1.330 -3.970 1.825 -0.697
C -0.604 -3.148 0.957 0.716
C 0.761 -2.996 1.217 0.399
C 1.387 -3.709 2.229 -0.101
C -1.286 -2.606 -0.251 0.302
C -2.229 -3.461 -0.868 -1.123
C -2.909 -3.057 -1.970 -1.266
C -2.622 -1.796 -2.529 1.181
C -3.271 -1.325 -3.693 -0.915
C -2.919 -0.132 -4.253 -0.880
C -1.877 0.622 -3.678 -0.598
C -1.249 0.196 -2.543 0.788
C -1.626 -1.011 -1.915 -0.338
N -1.005 -1.409 -0.749 0.900
H 1.143 -5.106 3.831 0.410
H -1.315 -5.284 3.510 0.419
H -2.398 -4.072 1.683 0.622
H 2.458 -3.600 2.343 0.562
H -2.364 -4.454 -0.470 0.710
H -3.635 -3.705 -2.445 0.455
H -4.042 -1.941 -4.138 0.437
H -3.419 0.226 -5.143 0.408
H -1.564 1.547 -4.146 0.505
H -0.441 0.780 -2.126 -0.658
C 3.552 0.340 1.056 -0.771
O 2.177 0.688 1.291 -0.056
C 1.902 1.057 2.642 -0.882
C 1.371 -0.136 3.398 -0.232
O 0.140 -0.483 2.792 0.238
C -0.717 -1.249 3.624 -1.084
H 3.955 -0.217 1.903 0.408
H 4.129 1.254 0.905 0.219
H 3.596 -0.279 0.166 0.116
H 1.136 1.833 2.608 0.150
H 2.800 1.458 3.115 0.444
H 1.229 0.124 4.453 0.540
H 2.069 -0.980 3.335 0.161
H -0.957 -0.693 4.535 0.423
H -0.261 -2.206 3.890 0.346
H -1.629 -1.429 3.060 0.248
O 2.912 -1.384 -1.591 -0.643
Se 2.238 -2.787 -1.209 1.085
O 0.893 -3.148 -1.986 -0.562
O 1.551 -2.115 0.498 -0.332
O 3.183 -3.980 -0.756 -0.618
```

Properties
<S²> = 3.763
ΔE to the lowest compared entry with this formula, charge and spin = 21.94 kcal per mole
Spin multiplicity = 4
Charge = +1
Orbital gap (alpha / beta) = 7.9 / 7.2 eV
Strongest force on any atom = 0.02095 hartree/bohr
E_tot = -126123.7629 eV

---

This record from OMol25 describes a structure of composition C19H61FeO24PPd at a distorted geometry. The level of theory is ωB97M-V with the def2-TZVPD basis set.

The geometry in XYZ format:
```
107
Properties=species:S:1:pos:R:3:mulliken_charge:R:1
Fe -2.255 7.435 -20.705 0.793
Pd -1.569 6.146 -17.844 -0.668
O -2.369 7.923 -18.714 0.580
H -2.913 8.676 -19.017 0.260
P -1.732 4.880 -20.357 0.439
O -2.907 5.619 -20.988 -0.654
O -0.923 3.940 -21.229 -1.045
O -2.149 4.446 -18.947 1.090
O -0.977 6.187 -19.949 -1.201
C 2.311 3.406 -21.529 -0.466
C 1.663 1.982 -21.763 -0.452
O 0.579 2.116 -22.668 -0.610
O 1.555 4.150 -20.569 -0.256
H 2.392 3.963 -22.463 0.362
H 3.316 3.256 -21.137 0.344
H 1.336 1.470 -20.857 0.104
H 2.514 1.467 -22.210 0.439
H -0.087 2.535 -22.119 0.424
H 0.647 4.038 -20.860 0.162
C -5.544 3.901 -18.730 0.458
C -5.126 3.236 -20.073 0.060
O -5.267 4.234 -21.115 -0.654
O -5.262 3.025 -17.686 -0.699
H -6.577 4.219 -18.587 0.574
H -4.943 4.801 -18.599 -0.764
H -5.806 2.403 -20.249 0.323
H -4.107 2.850 -20.062 -0.177
H -4.393 4.593 -21.284 0.306
H -4.304 2.990 -17.733 0.367
C -3.502 10.188 -16.172 0.368
C -4.150 11.579 -16.157 -0.833
O -4.074 12.129 -17.437 -0.527
O -4.025 9.352 -17.160 -0.458
H -3.441 9.701 -15.198 0.301
H -2.487 10.351 -16.532 -0.194
H -3.714 12.321 -15.488 0.294
H -5.226 11.545 -15.987 0.378
H -4.715 11.662 -17.979 0.289
H -3.251 9.033 -17.630 -0.178
C -3.416 6.493 -15.268 -0.353
C -1.934 6.785 -14.915 -0.713
O -1.247 7.381 -15.980 -0.130
O -3.502 5.644 -16.436 -0.154
H -3.977 7.407 -15.462 0.087
H -3.921 6.075 -14.397 0.507
H -1.516 5.880 -14.473 0.298
H -1.906 7.447 -14.049 0.610
H -1.101 8.304 -15.763 0.161
H -4.434 5.646 -16.664 0.098
C -4.876 8.222 -21.076 0.221
C -5.759 9.398 -20.463 -0.536
O -7.190 9.213 -20.290 -0.562
O -3.643 8.712 -21.406 -0.232
H -5.491 7.848 -21.895 0.396
H -4.899 7.444 -20.313 -0.256
H -5.624 10.214 -21.172 0.424
H -5.396 9.883 -19.557 0.091
H -7.544 10.026 -19.922 0.327
H -3.704 9.581 -21.809 0.273
C 1.500 5.447 -16.865 -0.986
C 0.594 4.175 -17.028 -0.160
O -0.737 4.465 -16.646 -0.591
O 1.005 6.509 -17.745 0.955
H 2.556 5.207 -16.989 0.510
H 1.385 5.754 -15.826 0.308
H 1.069 3.418 -16.404 0.562
H 0.536 3.754 -18.032 -0.264
H -1.163 3.627 -16.844 0.363
H 1.646 6.398 -18.451 -0.460
C -0.566 8.238 -23.249 -0.678
C 0.053 8.813 -21.968 -0.243
O -0.924 9.050 -20.926 -0.034
O -1.572 7.287 -22.827 -0.410
H 0.229 7.779 -23.836 0.445
H -0.962 9.070 -23.833 0.304
H 0.655 9.675 -22.254 0.573
H 0.791 8.054 -21.710 0.026
H -0.646 9.868 -20.506 0.206
H -1.444 6.372 -23.089 0.354
C -2.247 1.099 -18.149 -0.559
C -1.229 1.206 -19.327 0.045
O -1.889 1.664 -20.444 -0.557
O -2.423 2.380 -17.498 -0.758
H -1.828 0.412 -17.413 0.447
H -3.194 0.658 -18.459 0.294
H -0.879 0.248 -19.711 0.420
H -0.319 1.767 -19.113 -0.205
H -1.635 2.560 -20.679 0.502
H -2.372 3.117 -18.111 0.270
C 2.560 8.830 -16.985 -0.057
O 3.179 10.029 -16.670 -0.560
H 3.323 8.130 -17.325 0.065
H 2.044 8.362 -16.148 0.173
H 1.822 8.866 -17.786 0.016
H 4.000 9.896 -16.190 0.316
C 4.456 6.205 -19.739 -0.846
O 3.128 6.463 -20.035 -0.310
H 4.442 5.269 -19.181 0.309
H 5.021 5.966 -20.640 0.311
H 4.915 6.996 -19.147 0.264
H 2.711 5.621 -20.232 0.325
C -1.123 11.378 -18.614 -0.502
O -0.299 11.425 -19.769 -0.549
H -0.868 10.627 -17.866 0.156
H -1.283 12.348 -18.143 0.395
H -2.088 10.908 -18.802 0.081
H 0.537 11.840 -19.545 0.300
```

Properties
<S²> = 12.011
Spin multiplicity = 7
Charge = 0
Orbital gap (alpha / beta) = 7.9 / 6.9 eV
Strongest force on any atom = 0.10562 hartree/bohr
E_tot = -116984.7650 eV

---

This record from OMol25 describes an isolated molecule of C19H20BrN3O4 at a distorted geometry. The level of theory is ωB97M-V with the def2-TZVPD basis set.

The geometry in XYZ format:
```
47
Properties=species:S:1:pos:R:3:mulliken_charge:R:1
Br -6.388 -2.632 2.714 -0.314
N -3.727 2.095 1.200 -0.630
O -4.617 -4.240 0.753 -0.508
O -1.772 -0.838 -0.724 -0.703
O -2.915 3.288 1.414 -0.345
O 2.500 -2.325 -2.664 -0.427
C -2.872 1.083 1.140 0.065
C -0.449 3.643 1.590 -0.894
C -3.165 -2.526 0.062 -0.589
C -4.432 -0.730 1.821 -0.915
C 0.823 3.055 1.584 -0.568
C -0.243 0.874 1.274 0.350
C -4.880 -2.057 1.671 -0.031
C -4.257 -2.953 0.788 0.893
C -2.764 -1.235 0.122 0.101
C -1.609 2.875 1.455 -0.703
C -3.339 -0.292 1.020 0.749
C -1.503 1.510 1.271 0.669
C 0.916 1.657 1.447 0.373
N 2.081 0.945 1.480 -0.282
N 2.815 0.262 -1.553 0.115
C 1.346 -1.499 -2.514 -0.598
C 3.705 -1.567 -2.937 -0.669
C 1.530 -0.466 -1.362 0.185
C 4.014 -0.594 -1.780 -0.577
C 3.232 1.389 0.672 -0.926
C 2.997 1.536 -0.862 -0.963
H -5.417 -4.326 1.322 0.210
H -1.551 0.099 -0.536 0.414
H -0.472 4.717 1.669 0.415
H -2.665 -3.209 -0.620 0.443
H -4.926 -0.034 2.499 0.549
H 1.695 3.697 1.667 0.380
H -0.146 -0.204 1.133 0.574
H 1.893 -0.040 1.603 0.391
H 1.170 -0.947 -3.433 0.395
H 0.462 -2.135 -2.286 0.249
H 4.557 -2.218 -3.140 0.360
H 3.483 -1.026 -3.842 0.377
H 0.641 0.237 -1.419 0.072
H 1.474 -0.958 -0.345 -0.112
H 4.867 0.031 -2.027 0.435
H 4.322 -1.165 -0.884 0.294
H 3.611 2.355 1.046 0.301
H 4.029 0.652 0.831 0.492
H 2.122 2.167 -1.050 0.398
H 3.821 2.051 -1.270 0.504
```

Properties
ΔE to the lowest compared entry with this formula, charge and spin = 38.80 kcal per mole
SMILES string = Oc1cc(O)c(-c2noc3ccc(NCCN4CCOCC4)cc23)cc1Br
Charge = 0
Orbital gap = 7.9 eV
Strongest force on any atom = 0.04690 hartree/bohr
E_tot = -102728.1010 eV

---

This record from OMol25 describes the ion C4H10N with charge +1 at a distorted geometry. The level of theory is ωB97M-V with the def2-TZVPD basis set.

The geometry in XYZ format:
```
15
Properties=species:S:1:pos:R:3:mulliken_charge:R:1
C -0.423 -1.198 -0.128 -0.652
N 0.276 -0.300 -1.134 -0.156
C 0.065 1.083 -0.616 -0.539
C 0.390 0.877 0.868 -0.618
C -0.338 -0.433 1.209 -0.402
H -1.449 -1.394 -0.416 0.306
H 0.107 -2.147 -0.076 0.363
H -0.145 -0.503 -2.040 0.327
H 1.269 -0.520 -1.145 0.374
H -0.959 1.381 -0.795 0.341
H 0.790 1.780 -1.023 0.368
H 1.470 0.815 0.972 0.320
H 0.028 1.658 1.533 0.337
H -1.295 -0.267 1.697 0.334
H 0.202 -1.051 1.898 0.297
```

Properties
ΔE to the lowest compared entry with this formula, charge and spin = 3.86 kcal per mole
SMILES string = C1CC[NH2+]C1
Charge = +1
Orbital gap = 13.0 eV
Strongest force on any atom = 0.02665 hartree/bohr
E_tot = -5793.6904 eV

---

This record from OMol25 describes a cluster of 2 separate species, C3H10NO in total at a distorted geometry. The level of theory is ωB97M-V with the def2-TZVPD basis set.

The geometry in XYZ format:
```
15
Properties=species:S:1:pos:R:3:mulliken_charge:R:1
C 0.155 2.082 -1.680 -0.651
O -0.603 0.875 -1.376 -0.616
H -0.123 2.621 -2.573 0.354
H 1.222 1.873 -1.699 0.258
H -0.064 2.752 -0.832 0.271
H -1.429 1.016 -1.838 0.331
C -0.395 -1.051 1.161 0.018
C -0.088 -2.164 1.802 -0.705
N 0.778 -0.326 0.560 -0.289
H -1.306 -0.505 0.995 0.418
H -0.808 -2.918 2.112 0.264
H 0.868 -2.376 2.273 0.254
H 1.543 -0.988 0.465 0.391
H 1.116 0.457 1.125 0.333
H 0.478 -0.076 -0.410 0.370
```

Properties
ΔE to the lowest compared entry with this formula, charge and spin = 38.73 kcal per mole
Charge = +1
Orbital gap = 11.7 eV
Strongest force on any atom = 0.03554 hartree/bohr
E_tot = -6802.6314 eV